1.
Below is C3H4N2O in the gas phase, with properties calculated with the ωB97M-V functional and the def2-TZVPD basis.

**Charge**: 0
**HOMO**: -10.3 eV
**Frontier orbital gap**: 9.05 eV
**2S+1**: 1

Structure (XYZ):
```
10
Properties=species:S:1:pos:R:3:nbo_charge:R:1
C 0.058 0.149 -0.325 0.656
H 2.101 -0.423 -0.527 0.243
H -1.730 0.196 2.421 0.356
N -1.962 1.151 1.274 -0.117
O -0.623 1.081 -0.731 -0.553
C 1.178 -0.472 -1.111 -0.692
C -1.134 0.244 1.405 0.251
N -0.149 -0.441 0.938 -0.622
H 1.304 0.045 -2.062 0.235
H 0.956 -1.529 -1.282 0.244
```

***

2.
Below is C3H4N2O in the gas phase, with properties calculated with the ωB97M-V functional and the def2-TZVPD basis.

**Charge**: 0
**HOMO**: -10.6 eV
**Frontier orbital gap**: 11.25 eV
**2S+1**: 1

Structure (XYZ):
```
10
Properties=species:S:1:pos:R:3:nbo_charge:R:1
H 1.265 -0.169 1.156 0.268
C 1.263 -0.336 -0.944 0.273
H -0.238 1.646 -0.302 0.402
N -0.961 1.107 0.153 -0.821
H -1.914 1.398 -0.010 0.409
C -0.775 -0.221 0.398 0.687
C 0.696 -0.666 0.362 -0.612
H 0.724 -1.743 0.538 0.280
N 1.607 -0.017 -2.002 -0.309
O -1.668 -0.998 0.651 -0.576
```

***

3.
Below is C3H4N2O in the gas phase, with properties calculated with the ωB97M-V functional and the def2-TZVPD basis.

**Charge**: 0
**HOMO**: -10.2 eV
**Frontier orbital gap**: 10.35 eV
**2S+1**: 1

Structure (XYZ):
```
10
Properties=species:S:1:pos:R:3:nbo_charge:R:1
N 0.697 -0.668 1.530 -0.247
H -2.023 0.208 -1.200 0.481
H -0.181 1.321 0.122 0.220
C -0.435 -0.339 1.030 0.038
C 1.164 -0.055 -0.543 0.054
N 1.704 -0.522 0.519 -0.246
H -1.353 -0.284 1.612 0.204
H 1.733 0.134 -1.452 0.215
O -1.108 -0.032 -1.385 -0.677
C -0.268 0.274 -0.314 -0.043
```

***

It is 2 that is most stable; the runner-up trails by 248.4 kJ/mol.